[1]
A 2-piece molecular cluster, C5H9N2 overall. Source: the OMol25 dataset; level of theory: wB97M-V/def2-TZVPD.

Each line ends with the natural charge from an NBO analysis.
Positions of all 16 atoms, in Å:
C -0.294010 -1.406288 0.996995  0.48
C -0.936553 1.197319 -2.428246  -0.34
C -0.077030 1.964099 -1.452673  -0.31
C -1.428634 -1.454863 0.341369  -0.28
C 1.902998 -0.977588 2.293410  -0.47
N -0.078821 0.572126 -1.485798  -0.23
N 0.662036 -1.325552 1.719894  -0.17
H -1.606919 -2.029188 -0.582490  0.29
H -1.935634 1.451597 -2.185361  0.23
H -0.526982 0.813404 -3.403665  0.25
H 0.750812 2.753397 -1.587796  0.25
H -0.832417 2.178844 -0.530244  0.21
H -2.232557 -0.901528 0.752779  0.26
H 2.571415 -1.908114 2.178067  0.27
H 1.630074 -0.905036 3.357299  0.26
H 2.432223 -0.022628 2.016459  0.28

Cartesian forces, eV/Å:
5.9 0.4 4.0
1.7 0.2 -1.0
-1.2 2.3 1.8
-1.9 -0.7 -2.3
1.4 -1.4 1.5
0.9 -1.7 1.3
-3.6 0.3 -3.9
0.4 0.3 0.6
-1.2 -0.7 -0.6
-1.2 1.1 0.5
-1.0 -1.9 0.2
1.9 0.4 -2.0
-0.8 0.5 0.3
-0.8 1.6 0.1
0.6 0.1 -0.1
-1.0 -1.0 -0.5

net charge: +1
energy above the lowest of the compared OMol25 structures with the same formula, charge and spin: 190.2 kcal/mol
DFT total energy: -8297.485 eV

[2]
C6H15N3 as an isolated structure. Source: the OMol25 dataset; level of theory: wB97M-V/def2-TZVPD.

Each line ends with the natural charge from an NBO analysis.
Positions of all 24 atoms, in Å:
C 2.867559 0.273922 0.076792  0.44
C 0.453378 0.663047 0.189844  0.51
C -2.251087 1.010813 -0.066091  -0.79
C -1.233881 -1.015246 -1.209416  -0.69
C -1.414759 -1.121496 1.262303  -0.64
C -1.377008 -0.115151 0.042375  0.22
N 3.799761 -0.606871 -0.167022  -0.63
N 0.404293 1.893132 0.352674  -0.65
N 1.547849 -0.049075 -0.066878  -0.58
H 3.047049 1.309722 0.018385  0.24
H -2.463197 1.653277 0.768988  0.27
H -3.264414 0.541286 -0.051423  0.32
H -2.214963 1.485826 -1.063200  0.27
H -2.234087 -1.261787 -1.425128  0.27
H -0.605325 -2.010072 -1.080820  0.23
H -0.938305 -0.437411 -2.119039  0.24
H -1.623652 -0.491260 2.153644  0.24
H -0.477435 -1.676782 1.185326  0.21
H -2.340541 -1.744441 1.012799  0.27
H 4.779888 -0.412677 -0.432104  0.48
H 3.621499 -1.619447 -0.086104  0.45
H -0.524962 2.275532 0.442057  0.45
H 1.124236 2.482457 0.618024  0.42
H 1.318114 -1.027294 -0.355976  0.45

Cartesian forces, eV/Å:
-0.4 -1.5 -2.6
-4.0 -2.4 -1.2
-2.6 0.2 -1.2
1.8 0.4 -0.2
-1.8 2.1 -1.4
4.6 -3.2 0.4
-0.1 -0.3 0.6
-1.3 1.6 0.8
1.5 -2.8 0.6
0.9 1.2 0.5
0.8 0.7 0.5
0.4 0.0 -0.3
0.1 0.2 0.6
-1.3 -1.0 -0.3
-1.3 2.2 -0.1
0.2 -0.5 0.7
0.5 -1.1 -0.1
-0.5 -0.2 0.8
1.4 0.4 0.7
-0.6 0.5 0.6
-0.2 0.6 -0.3
-0.3 0.4 0.1
1.9 1.7 0.3
0.4 0.9 0.4

net charge: +2
energy above the lowest of the compared OMol25 structures with the same formula, charge and spin: 59.9 kcal/mol
DFT total energy: -10916.680 eV

[3]
C30H28Cl4NPSe2Sn as an isolated structure. Source: the OMol25 dataset; level of theory: wB97M-V/def2-TZVPD.

Each line ends with the natural charge from an NBO analysis.
Positions of all 67 atoms, in Å:
Sn -0.909069 -0.058991 0.332773  1.07
C -4.316592 -2.829820 -0.686008  -0.63
C -3.708142 -2.464747 0.641949  0.02
C -4.200979 -1.386284 1.370662  -0.26
C -3.612887 -0.993755 2.566640  0.09
C -4.112387 0.216099 3.311473  -0.65
C -2.517821 -1.710548 3.041600  -0.27
C -2.004655 -2.793448 2.338391  0.02
C -0.777453 -3.514573 2.826896  -0.63
C -2.615397 -3.162149 1.141326  -0.24
H -3.879692 -2.217044 -1.479150  0.23
H -5.393371 -2.659395 -0.690136  0.21
H -4.132169 -3.875176 -0.933244  0.21
H -5.048881 -0.827062 0.987426  0.20
H -3.445357 1.066805 3.147486  0.22
H -4.149110 0.035371 4.386212  0.22
H -5.109100 0.503562 2.978042  0.21
H -2.049601 -1.412778 3.974851  0.21
H 0.120881 -3.052637 2.406386  0.23
H -0.786193 -4.561915 2.524522  0.21
H -0.693131 -3.465678 3.912280  0.22
H -2.222906 -4.005879 0.582364  0.21
Se 1.403127 -1.313674 -0.604196  -0.50
P 2.354494 -0.012088 0.856133  1.01
Se 0.975243 0.497682 2.435988  -0.48
C 2.979050 1.463669 0.002164  -0.45
C 2.584018 2.742387 0.367729  -0.19
C 3.065227 3.841865 -0.333464  -0.20
C 3.938702 3.660130 -1.393547  -0.19
C 4.339186 2.378860 -1.757160  -0.23
C 3.859101 1.281075 -1.064091  -0.12
C 3.840896 -0.792270 1.536241  -0.33
C 4.786932 0.016881 2.162590  -0.21
C 5.902243 -0.555038 2.751499  -0.21
C 6.076347 -1.933603 2.715296  -0.19
C 5.135210 -2.738465 2.090526  -0.20
C 4.014453 -2.169575 1.501242  -0.21
H 1.895081 2.872384 1.192754  0.24
H 2.750068 4.837837 -0.051370  0.22
H 4.309849 4.516785 -1.941219  0.22
H 5.023260 2.237146 -2.583908  0.22
H 4.159829 0.280079 -1.351999  0.22
H 4.650835 1.091814 2.188204  0.23
H 6.636336 0.073697 3.238030  0.22
H 6.949674 -2.379407 3.173558  0.22
H 5.269934 -3.811807 2.061931  0.22
H 3.275024 -2.791407 1.011818  0.24
Cl -5.127808 2.967987 -4.392700  -0.02
C -3.788827 2.696972 -3.312838  -0.05
C -4.020324 2.529072 -1.958387  -0.22
C -2.947211 2.308568 -1.107866  -0.24
C -1.632008 2.244057 -1.581948  0.08
C -0.499245 1.941516 -0.665384  -1.03
C -1.438019 2.438064 -2.951798  -0.26
C -2.499006 2.662551 -3.814867  -0.22
H -5.030650 2.570028 -1.574153  0.22
H -3.138225 2.181293 -0.046729  0.21
H -0.471526 2.643431 0.172025  0.22
H 0.462218 1.975821 -1.177580  0.22
H -0.428072 2.428742 -3.344604  0.21
H -2.329452 2.817335 -4.872291  0.22
Cl -1.150700 0.053091 -5.906905  0.09
C -0.092793 -0.716688 -4.714672  -0.21
Cl 1.342779 0.280785 -4.435191  0.09
Cl 0.389062 -2.322803 -5.278080  0.08
C -0.823835 -0.858920 -3.457738  0.26
N -1.386469 -0.965803 -2.465802  -0.26

Cartesian forces, eV/Å:
0.0 0.2 -0.1
0.0 0.0 0.0
0.0 0.0 0.0
0.0 0.1 0.0
0.0 0.0 0.0
0.0 0.0 0.0
0.0 0.0 0.0
0.0 0.0 0.0
0.0 0.0 0.0
0.0 0.0 0.0
0.0 0.0 0.0
0.0 0.0 0.0
0.0 0.0 0.0
0.0 0.0 0.0
0.0 0.0 0.0
0.0 0.0 0.0
0.0 0.0 0.0
0.0 0.0 0.0
0.0 0.0 0.0
0.0 0.0 0.0
0.0 0.0 0.0
0.0 0.0 0.0
0.0 0.0 0.0
0.0 0.0 0.0
0.0 0.0 0.0
0.0 0.0 0.0
0.1 0.0 0.0
0.0 0.0 0.0
0.0 0.0 0.0
0.0 0.0 0.0
0.0 0.0 0.0
0.0 0.0 0.0
0.0 0.0 0.0
0.0 0.0 0.0
0.0 0.0 0.0
0.0 0.0 0.0
0.0 0.0 0.0
0.0 0.0 0.0
0.0 0.0 0.0
0.0 0.0 0.0
0.0 0.0 0.0
0.0 0.0 0.0
0.0 0.0 0.0
0.0 0.0 0.0
0.0 0.0 0.0
0.0 0.0 0.0
0.0 0.0 0.0
0.0 0.0 0.0
0.0 0.0 0.0
0.0 0.0 0.0
0.0 0.0 0.0
0.0 0.1 0.0
-0.1 -0.2 0.0
0.0 0.0 0.0
0.0 0.0 0.0
0.0 0.0 0.0
0.0 0.0 0.0
0.0 0.0 0.0
0.0 0.0 0.0
0.0 0.0 0.0
0.0 0.0 0.0
0.0 0.0 0.0
0.1 0.1 -0.2
0.0 0.0 0.0
0.0 0.0 0.0
0.0 0.0 0.1
0.0 0.0 0.0

energy above the lowest of the compared OMol25 structures with the same formula, charge and spin: 5.0 kcal/mol
DFT total energy: -228958.854 eV

[4]
A 3-piece molecular cluster, C14H32ClF7N4O5PS overall. Source: the OMol25 dataset; level of theory: wB97M-V/def2-TZVPD.

Each line ends with the natural charge from an NBO analysis.
Positions of all 65 atoms, in Å:
C 3.179948 -1.292061 0.828061  -0.64
C 2.527292 -0.832708 -0.504449  -0.20
Cl 2.301768 -2.348283 -1.478114  -0.02
C 1.105479 -0.275317 -0.308436  -0.30
N 1.049408 1.149121 0.229650  -0.86
P 2.112102 2.419276 -0.683575  1.41
N 2.109843 2.056935 -2.354134  -1.14
O 3.655187 2.161752 -0.179791  -0.95
S -0.629316 1.734988 0.047972  2.16
O -0.620023 3.056609 0.542364  -0.85
O -0.977369 1.754061 -1.328286  -0.85
C -1.801402 0.768408 1.140742  0.46
F -1.052642 0.288085 2.146348  -0.30
F -2.602637 1.628481 1.686471  -0.24
C -2.593879 -0.368612 0.429006  0.55
F -2.898089 -1.255461 1.379383  -0.27
F -1.863628 -1.024270 -0.474401  -0.29
C -3.938925 0.067232 -0.223155  0.93
F -4.859500 0.422665 0.638779  -0.28
F -3.789632 1.026399 -1.121110  -0.30
F -4.410453 -0.999745 -0.858519  -0.29
H 4.188448 -1.634290 0.573124  0.25
H 3.146308 -0.520129 1.607463  0.21
H 2.628586 -2.190593 1.140112  0.24
H 3.190890 -0.209099 -1.108889  0.22
H 0.592127 -0.920586 0.420311  0.25
H 0.569160 -0.316992 -1.264911  0.26
H 1.267812 1.124978 1.236399  0.47
H 1.445292 2.717296 -2.768015  0.43
H 1.730448 1.136469 -2.589710  0.40
H 4.177527 1.822359 -0.931506  0.52
C 6.034502 -1.939039 6.357164  -0.61
C 5.848356 -3.145197 5.441781  -0.08
C 5.144585 -2.808685 4.116941  -0.08
O 3.739225 -2.622292 4.223572  -0.55
C 3.341729 -1.339412 4.665861  -0.25
N 5.144290 -4.197111 6.181456  -0.81
H 5.110597 -1.650968 6.859467  0.20
H 6.760873 -2.167873 7.136873  0.23
H 6.405581 -1.075291 5.800071  0.20
H 6.845751 -3.517789 5.190627  0.20
H 5.272392 -3.659967 3.442354  0.19
H 5.610414 -1.945212 3.622596  0.16
H 4.012070 -0.553923 4.301473  0.16
H 3.283334 -1.307736 5.754987  0.18
H 2.337811 -1.149615 4.277592  0.17
H 5.109254 -5.036676 5.608730  0.35
H 4.169456 -3.916496 6.259363  0.35
C -4.637722 1.850946 -6.415623  -0.62
C -4.501248 1.233355 -5.027811  -0.08
C -5.846333 0.866724 -4.379703  -0.07
O -6.568270 1.967799 -3.859393  -0.55
C -7.323558 2.693719 -4.816230  -0.25
N -3.720947 2.141659 -4.177862  -0.83
H -4.964675 2.889861 -6.378203  0.21
H -3.675530 1.839348 -6.929271  0.22
H -5.347700 1.290370 -7.027038  0.21
H -3.934224 0.303882 -5.142538  0.18
H -5.640172 0.223560 -3.518044  0.17
H -6.474629 0.281064 -5.062289  0.17
H -7.728042 2.043118 -5.595985  0.17
H -6.718183 3.485181 -5.262868  0.17
H -8.154083 3.168335 -4.294145  0.19
H -3.548011 1.684822 -3.287607  0.34
H -4.327023 2.922574 -3.935479  0.36

Cartesian forces, eV/Å:
-0.4 -0.2 -1.0
0.0 -0.9 0.7
-0.1 0.6 0.0
0.2 -0.7 -0.1
-0.4 -2.9 -0.3
1.3 4.0 -0.4
-0.9 -1.1 1.3
-1.3 -1.1 -0.9
-0.8 3.8 -1.7
0.5 0.1 2.2
0.3 -2.4 -0.6
0.6 -1.1 0.6
0.6 -0.6 -0.3
-0.8 0.9 -0.3
-0.7 -0.3 0.4
-0.2 0.0 0.4
0.6 0.5 -0.4
-0.9 -0.6 -0.9
0.2 0.4 0.9
0.6 0.5 0.1
0.2 -0.5 -0.2
0.0 0.3 0.5
0.3 -0.2 -0.2
0.1 0.4 0.3
-0.3 0.0 0.2
0.1 0.1 -0.3
0.0 0.3 0.3
0.1 0.3 -0.2
0.3 0.0 0.0
0.5 0.0 -0.3
0.2 0.0 0.4
0.2 0.1 0.0
-0.3 0.2 0.2
0.2 -0.3 -0.1
0.1 0.3 -0.2
-0.2 -0.2 0.1
0.0 0.0 -0.4
0.0 -0.1 0.0
-0.1 0.0 0.0
0.0 0.0 0.0
-0.1 0.0 -0.1
-0.1 0.0 0.0
0.0 0.1 0.1
0.1 0.0 0.1
0.1 0.2 0.0
0.0 -0.1 0.0
0.1 -0.1 0.1
0.1 0.0 0.2
0.1 -0.1 -0.2
-0.2 0.3 -0.1
0.1 -0.2 0.2
0.0 -0.2 -0.2
0.0 0.2 0.2
0.0 -0.2 0.2
0.0 0.0 0.1
0.0 0.0 0.1
0.0 0.0 0.0
0.0 0.0 0.1
0.0 0.1 0.0
0.0 0.1 -0.1
0.1 0.0 0.0
-0.1 0.0 -0.2
0.0 -0.1 0.0
0.1 0.0 -0.1
0.1 0.0 -0.1

net charge: +1
DFT total energy: -82894.349 eV